Molecular formula: C30H47N10PRu
Method: DFT, ωB97M-V/def2-TZVPD

- LUMO (spin up / spin down): -11.9 / -13.3 eV
- ΔE to the lowest compared entry with this formula, charge and spin: 26.4 kJ/mol
- HOMO level (spin up / spin down): -18.02 / -18.02 eV
- DFT total energy: -58602.3938 eV
- Kohn-Sham gap (spin up / spin down): 0.226 / 0.172 Ha

Geometry as ORCA input:
```
! RIJCOSX wB97M-V def2-TZVPD def2/J DEFGRID3
* xyz 4 5
Ru 1.892 1.070 0.075
C 1.051 4.458 -0.218
C -0.362 3.979 0.241
C -1.482 4.710 -0.107
C -2.713 4.222 0.281
C -2.840 3.021 0.895
C -1.811 2.147 1.196
C -1.981 0.802 1.899
C -0.558 2.624 0.865
N 0.567 2.029 1.340
C 1.112 1.953 2.556
C 0.238 2.118 3.758
C 2.571 1.880 2.659
C 3.265 2.246 3.944
N 3.179 1.362 1.646
C 4.525 0.943 1.673
C 5.522 1.876 1.308
C 5.222 3.331 1.022
C 6.811 1.420 1.130
C 7.206 0.173 1.657
C 6.279 -0.569 2.316
C 4.895 -0.414 2.111
C 3.820 -1.315 2.586
H 1.617 3.658 -0.723
H 1.630 4.775 0.669
H 0.939 5.357 -0.895
H -1.357 5.664 -0.606
H -3.706 4.690 0.092
H -3.838 2.718 1.391
H -2.587 0.892 2.817
H -1.047 0.261 2.066
H -2.728 0.167 1.348
H 0.699 1.619 4.627
H -0.767 1.709 3.718
H 0.151 3.192 4.044
H 2.971 1.543 4.743
H 3.002 3.315 4.260
H 4.333 2.174 3.725
H 4.274 3.733 1.356
H 5.202 3.431 -0.109
H 6.061 3.958 1.367
H 7.609 2.034 0.732
H 8.250 0.009 1.525
H 6.626 -1.538 2.746
H 2.947 -1.367 1.940
H 3.402 -1.000 3.596
H 4.182 -2.366 2.721
C -0.384 -1.050 -4.278
N -0.330 0.023 -3.371
C -1.063 1.191 -3.594
C 0.700 -0.043 -2.489
N 0.682 0.839 -1.530
N 1.641 -1.042 -2.556
C 2.872 -0.914 -2.064
N 3.889 -1.581 -2.639
N 3.115 -0.027 -1.111
H -1.359 -0.944 -4.833
H -0.421 -2.028 -3.818
H 0.387 -1.079 -5.088
H -1.472 1.179 -4.597
H -0.344 1.999 -3.543
H -1.782 1.324 -2.772
H -0.089 1.527 -1.760
H 1.380 -1.818 -3.170
H 3.572 -2.509 -3.131
H 4.612 -1.841 -1.906
H 4.158 0.005 -0.986
C -5.577 -3.809 -2.620
N -4.367 -4.543 -2.197
C -4.827 -5.544 -1.257
N -5.676 -5.013 -0.133
C -6.768 -4.236 -0.660
N -6.369 -3.113 -1.532
C -5.601 -2.048 -0.859
P -4.090 -2.734 -0.041
C -3.410 -3.591 -1.567
C -4.873 -4.280 0.805
H -6.153 -4.471 -3.180
H -5.347 -2.995 -3.323
H -4.057 -6.186 -0.888
H -5.505 -6.239 -1.768
H -7.347 -3.959 0.262
H -7.452 -4.927 -1.246
H -6.107 -1.365 -0.150
H -5.246 -1.283 -1.626
H -2.454 -4.002 -1.392
H -3.217 -2.850 -2.355
H -5.558 -3.895 1.620
H -4.034 -4.826 1.358
*
```



Molecular formula: C30H47N7OS
Method: DFT, ωB97M-V/def2-TZVPD

- LUMO: -0.5 eV
- HOMO level: -8.15 eV
- DFT total energy: -55182.5894 eV
- Kohn-Sham gap: 0.280 Ha

Geometry as ORCA input:
```
! RIJCOSX wB97M-V def2-TZVPD def2/J DEFGRID3
* xyz 0 1
C 3.109 -0.841 5.289
O 2.274 -1.837 4.707
C 0.961 -1.355 4.426
C 0.811 -0.587 3.060
C 1.794 -1.076 1.913
C 2.717 0.174 1.552
C 4.158 0.195 1.954
C 4.941 1.388 1.640
C 4.258 2.498 0.964
N 4.823 3.705 0.624
S 3.645 4.597 -0.156
N 2.292 3.607 -0.142
C 2.805 2.503 0.512
C 2.047 1.280 0.845
H 3.946 -0.538 4.598
H 3.625 -1.233 6.213
H 2.574 0.091 5.602
H 0.647 -0.718 5.299
H 0.229 -2.210 4.404
H 0.978 0.508 3.254
H -0.241 -0.642 2.666
H 2.415 -1.953 2.221
H 1.263 -1.380 0.975
H 4.577 -0.684 2.493
H 6.012 1.398 1.943
H 0.969 1.210 0.573
C 4.301 -1.162 -4.217
C 3.523 -0.180 -3.348
C 4.427 0.655 -2.438
C 5.183 -0.231 -1.516
N 5.775 -0.907 -0.799
H 4.837 -1.896 -3.612
H 3.620 -1.714 -4.869
H 5.025 -0.639 -4.846
H 2.801 -0.735 -2.742
H 2.952 0.492 -3.993
H 3.828 1.351 -1.847
H 5.136 1.238 -3.031
C -4.406 -0.320 2.534
C -4.741 0.923 1.719
C -3.773 1.152 0.557
C -2.391 1.334 1.070
N -1.324 1.477 1.467
H -3.424 -0.239 3.006
H -5.138 -0.460 3.332
H -4.414 -1.214 1.906
H -4.737 1.794 2.381
H -5.753 0.825 1.324
H -4.061 2.043 -0.005
H -3.788 0.300 -0.128
C -6.960 -1.245 -3.546
C -7.427 0.176 -3.251
C -6.675 0.812 -2.079
C -6.892 0.015 -0.843
N -7.064 -0.605 0.109
H -7.143 -1.911 -2.702
H -7.499 -1.652 -4.403
H -5.892 -1.267 -3.775
H -8.499 0.162 -3.038
H -7.285 0.792 -4.142
H -7.030 1.831 -1.910
H -5.604 0.858 -2.290
C -6.773 -4.089 1.999
C -7.640 -5.185 1.387
C -6.924 -5.964 0.280
C -6.544 -5.046 -0.824
N -6.247 -4.335 -1.673
H -6.501 -3.332 1.260
H -7.312 -3.581 2.800
H -5.853 -4.506 2.418
H -8.553 -4.734 0.990
H -7.941 -5.882 2.173
H -7.578 -6.743 -0.117
H -6.024 -6.444 0.669
C 7.678 4.214 -1.060
C 8.807 4.189 -2.084
C 8.329 4.504 -3.504
C 7.327 3.498 -3.941
N 6.553 2.720 -4.275
H 6.920 3.456 -1.263
H 8.077 4.012 -0.065
H 7.186 5.190 -1.036
H 9.283 3.204 -2.064
H 9.567 4.918 -1.794
H 9.172 4.487 -4.198
H 7.877 5.497 -3.545
*
```



Molecular formula: C30H48Cl6CuO22S
Method: DFT, ωB97M-V/def2-TZVPD

- LUMO (spin up / spin down): -0.4 / -3.2 eV
- HOMO level (spin up / spin down): -10.12 / -9.98 eV
- DFT total energy: -207539.9673 eV
- Kohn-Sham gap (spin up / spin down): 0.357 / 0.249 Ha

Geometry as ORCA input:
```
! RIJCOSX wB97M-V def2-TZVPD def2/J DEFGRID3
* xyz 0 2
Cu -2.585 -0.452 -0.049
S -0.346 0.038 -0.915
O 1.039 0.251 -1.360
O -0.797 -1.340 -0.829
O -0.668 0.519 0.423
O -1.440 0.512 -1.692
C 1.835 -2.600 0.843
C 2.551 -1.351 1.408
C 1.670 -0.434 2.352
O 2.575 -0.193 3.367
C 3.413 -1.156 3.503
O 4.144 -1.301 4.505
O 3.521 -1.854 2.339
H 2.296 -3.588 0.827
H 1.506 -2.486 -0.191
H 0.933 -2.791 1.425
H 3.085 -0.840 0.606
H 0.707 -0.772 2.735
H 1.509 0.444 1.727
C -1.969 3.578 4.508
C -3.118 2.663 4.102
C -4.436 3.240 3.623
O -4.634 2.676 2.259
C -3.574 2.052 1.909
O -3.307 1.578 0.808
O -2.711 2.079 2.936
H -1.017 3.056 4.421
H -2.118 3.959 5.518
H -1.862 4.351 3.747
H -3.160 1.817 4.788
H -4.394 4.326 3.541
H -5.176 2.950 4.369
C -1.657 -7.012 0.264
C -1.269 -5.558 -0.166
C -1.405 -5.192 -1.599
O -2.199 -4.021 -1.496
C -2.613 -3.752 -0.328
O -3.144 -2.758 0.045
O -2.188 -4.746 0.527
H -1.473 -7.707 -0.554
H -2.721 -6.949 0.492
H -1.264 -7.331 1.229
H -0.270 -5.318 0.199
H -2.000 -5.961 -2.093
H -0.483 -5.228 -2.179
C 0.584 1.158 -4.673
C 0.084 2.490 -4.146
C 1.278 3.280 -3.608
O 0.986 4.513 -4.120
C -0.011 4.481 -5.013
O -0.426 5.532 -5.590
O -0.429 3.249 -5.180
H 1.443 1.418 -5.291
H -0.095 0.808 -5.450
H 0.799 0.383 -3.937
H -0.716 2.312 -3.428
H 2.200 2.897 -4.046
H 1.186 3.177 -2.527
C 0.506 -2.406 5.391
C -0.895 -2.636 4.884
C -1.900 -1.729 5.531
O -2.596 -1.327 4.359
C -1.995 -1.575 3.284
O -2.289 -1.130 2.204
O -0.914 -2.286 3.556
H 0.853 -1.395 5.606
H 1.213 -2.940 4.757
H 0.754 -2.920 6.320
H -1.101 -3.706 4.904
H -1.497 -0.830 5.998
H -2.627 -2.270 6.137
C 4.465 -1.455 -2.442
C 4.389 0.096 -2.763
C 4.104 0.981 -1.518
O 5.260 1.791 -1.399
C 6.149 1.487 -2.470
O 7.206 2.063 -2.655
O 5.699 0.430 -3.133
H 3.430 -1.797 -2.447
H 4.824 -1.619 -1.426
H 5.024 -2.044 -3.169
H 3.695 0.110 -3.603
H 4.041 0.439 -0.574
H 3.140 1.476 -1.634
Cl 0.007 -2.801 -5.478
C -0.782 -2.285 -3.941
C -2.386 -2.355 -4.086
Cl -3.074 -3.528 -5.233
H -0.515 -1.330 -3.489
H -0.412 -2.989 -3.196
H -2.719 -1.424 -4.546
H -2.842 -2.446 -3.101
Cl -3.967 2.537 -2.540
C -2.849 3.903 -2.416
C -2.212 4.001 -1.042
Cl -1.298 5.546 -0.906
H -3.456 4.803 -2.514
H -2.124 3.861 -3.229
H -1.448 3.226 -0.971
H -2.999 3.941 -0.290
Cl 3.661 2.249 1.478
C 1.986 2.924 1.218
C 2.001 4.448 0.995
Cl 2.498 4.948 -0.615
H 1.297 2.699 2.032
H 1.549 2.411 0.361
H 2.509 4.977 1.801
H 0.971 4.781 1.125
*
```



Molecular formula: C30H48FN2O6P2TaTe
Method: DFT, ωB97M-V/def2-TZVPD

- LUMO: -5.8 eV
- ΔE to the lowest compared entry with this formula, charge and spin: 0.0 kJ/mol
- HOMO level: -13.91 eV
- DFT total energy: -77290.0223 eV
- Kohn-Sham gap: 0.298 Ha

Geometry as ORCA input:
```
! RIJCOSX wB97M-V def2-TZVPD def2/J DEFGRID3
* xyz 2 1
Ta -0.556 -0.087 -0.936
C 1.287 6.745 2.160
C 0.128 6.695 1.176
C -1.096 7.483 1.610
C -1.688 6.903 2.886
C -1.922 5.423 2.739
C -2.841 4.772 3.525
C -3.075 3.404 3.369
F -3.974 2.826 4.161
C -2.428 2.657 2.430
C -1.484 3.294 1.610
C -0.793 2.552 0.594
O -1.076 1.283 0.469
C 0.138 3.219 -0.196
C 0.365 4.572 0.037
N -0.267 5.267 0.957
C -1.221 4.667 1.773
C 0.946 2.592 -1.280
O 1.737 3.192 -1.940
O 0.711 1.274 -1.444
H 1.573 7.782 2.333
H 2.156 6.217 1.766
H 1.022 6.297 3.118
H 0.456 7.051 0.200
H -1.840 7.465 0.810
H -0.804 8.522 1.756
H -2.630 7.393 3.125
H -1.023 7.084 3.734
H -3.408 5.314 4.272
H -2.640 1.604 2.316
H 1.102 5.091 -0.565
C -0.824 -3.937 -4.391
C -1.992 -3.462 -3.567
O -2.452 -2.173 -4.087
P -2.253 -0.831 -3.321
O -0.763 -0.752 -2.829
Te -3.381 -0.530 -1.238
O -2.595 0.277 -4.338
C -2.129 0.279 -5.748
C -3.288 -0.041 -6.650
H -0.499 -4.912 -4.026
H 0.012 -3.240 -4.329
H -1.112 -4.048 -5.435
H -1.742 -3.344 -2.510
H -2.850 -4.123 -3.651
H -1.316 -0.439 -5.843
H -1.741 1.283 -5.893
H -3.658 -1.049 -6.465
H -2.960 0.018 -7.688
H -4.100 0.670 -6.507
C -0.901 -4.229 0.099
C 0.070 -3.902 1.247
C 0.855 -5.162 1.638
C -0.811 -3.477 2.431
P 1.195 -2.496 0.748
N 0.248 -1.407 -0.027
C 1.921 -1.606 2.221
C 0.838 -0.754 2.909
C 2.532 -2.577 3.241
C 3.003 -0.618 1.758
C 2.497 -3.016 -0.488
C 3.689 -3.707 0.189
C 1.892 -3.971 -1.528
C 2.980 -1.792 -1.287
H -1.578 -5.004 0.461
H -0.412 -4.615 -0.790
H -1.505 -3.362 -0.171
H 0.138 -5.903 1.995
H 1.566 -4.984 2.443
H 1.386 -5.606 0.799
H -1.541 -4.271 2.596
H -1.366 -2.561 2.223
H -0.253 -3.359 3.356
H 0.051 -1.336 3.375
H 0.385 -0.041 2.221
H 1.333 -0.185 3.699
H 1.782 -3.201 3.722
H 3.006 -1.983 4.025
H 3.298 -3.219 2.812
H 2.621 0.091 1.022
H 3.889 -1.104 1.359
H 3.316 -0.048 2.635
H 3.393 -4.565 0.792
H 4.272 -3.030 0.810
H 4.350 -4.075 -0.597
H 1.645 -4.949 -1.124
H 2.644 -4.121 -2.304
H 1.010 -3.541 -2.005
H 3.390 -0.990 -0.684
H 2.186 -1.385 -1.914
H 3.771 -2.136 -1.955
*
```



Molecular formula: C30H48N12O4S
Method: DFT, ωB97M-V/def2-TZVPD

- LUMO: -0.3 eV
- HOMO level: -10.79 eV
- DFT total energy: -68785.8214 eV
- Kohn-Sham gap: 0.385 Ha

Geometry as ORCA input:
```
! RIJCOSX wB97M-V def2-TZVPD def2/J DEFGRID3
* xyz 0 1
C 0.224 0.443 -2.123
C 1.064 -0.253 -0.899
C 2.495 0.463 -0.540
C 3.665 -0.716 -0.462
C 2.523 1.213 0.933
C 1.832 2.701 1.088
O 1.148 2.799 2.417
S 1.487 1.424 3.404
O 0.162 0.833 3.946
O 2.676 1.551 4.428
O 2.129 0.424 2.135
H 0.808 0.172 -3.125
H 0.027 1.591 -2.003
H -0.813 -0.138 -2.215
H 0.326 -0.324 0.023
H 1.268 -1.379 -1.235
H 2.860 1.234 -1.341
H 4.351 -0.664 -1.408
H 3.225 -1.800 -0.362
H 4.349 -0.510 0.483
H 3.663 1.453 1.178
H 1.208 3.132 0.181
H 2.735 3.462 1.202
C 1.453 -2.258 4.779
C 0.644 -3.405 4.336
N 0.004 -4.311 3.986
H 2.171 -1.948 4.012
H 0.830 -1.387 5.009
H 2.027 -2.492 5.682
C 5.051 2.650 -3.450
C 3.603 2.762 -3.207
N 2.459 2.850 -3.016
H 5.576 3.579 -3.202
H 5.502 1.854 -2.848
H 5.269 2.425 -4.499
C -2.551 -2.135 1.824
C -2.162 -1.539 0.535
N -1.854 -1.069 -0.483
H -3.506 -2.667 1.752
H -1.806 -2.855 2.179
H -2.663 -1.374 2.604
C -4.143 1.454 0.577
C -5.195 2.125 -0.205
N -6.026 2.655 -0.823
H -3.617 0.699 -0.016
H -3.392 2.165 0.937
H -4.555 0.946 1.456
C 6.724 -1.009 -4.960
C 5.343 -1.127 -4.464
N 4.251 -1.219 -4.073
H 7.263 -1.960 -4.884
H 6.753 -0.704 -6.011
H 7.296 -0.268 -4.392
C -1.510 -3.428 7.403
C -2.958 -3.316 7.645
N -4.102 -3.228 7.837
H -0.986 -2.499 7.650
H -1.060 -4.224 8.005
H -1.292 -3.653 6.354
C -5.332 -3.812 4.440
C -5.393 -3.950 2.976
N -5.441 -4.059 1.818
H -4.417 -4.252 4.850
H -5.352 -2.762 4.749
H -6.177 -4.309 4.929
C -1.913 3.011 -3.992
C -1.018 2.706 -5.121
N -0.312 2.464 -6.013
H -2.905 3.324 -4.334
H -2.055 2.141 -3.342
H -1.516 3.819 -3.368
C -8.743 -2.136 2.131
C -7.810 -1.416 3.013
N -7.072 -0.847 3.710
H -8.246 -2.951 1.594
H -9.573 -2.578 2.693
H -9.181 -1.472 1.377
C -0.061 5.326 -7.592
C 0.329 5.922 -8.881
N 0.636 6.392 -9.900
H -1.015 4.795 -7.664
H 0.684 4.606 -7.237
H -0.172 6.087 -6.812
C 0.555 -7.461 2.718
C -0.254 -8.608 2.275
N -0.894 -9.515 1.925
H 1.273 -7.152 1.950
H -0.068 -6.591 2.948
H 1.129 -7.696 3.621
C 4.390 7.255 -3.455
C 5.266 6.363 -2.676
N 5.958 5.658 -2.061
H 4.954 7.827 -4.199
H 3.618 6.695 -3.993
H 3.876 7.978 -2.813
*
```



> Which value of DFT total energy does entry 2 give?

-55182.5894 eV